1.
{
  "formula": "C4H32NO14S",
  "method": "ωB97M-V with the def2-TZVPD basis set",
  "homo_energy_ha": [-0.36049, -0.35764],
  "multiplicity": 2,
  "gap_ev": [9.5, 4.3],
  "s_squared": 0.77,
  "de_lowest_kj_mol": 183.9,
  "elements": ["O", "C", "N", "C", "O", "C", "C", "S", "H", "H", "H", "H", "H", "H", "H", "H", "H", "H", "O", "H", "H", "O", "H", "H", "O", "H", "H", "O", "H", "H", "O", "H", "H", "O", "H", "H", "O", "H", "H", "O", "H", "H", "O", "H", "H", "O", "H", "H", "O", "H", "H", "O"],
  "coordinates": [[-1.6921, 1.9201, 0.3618], [-0.6623, 1.3791, -0.1590], [0.1205, 1.8474, -1.0818], [3.8451, 1.7528, -0.6039], [3.5372, 1.3874, -1.7109], [-0.4428, -0.1075, 0.2312], [-1.5912, -0.9048, -0.3409], [-1.5020, -2.7445, -0.1882], [-0.0307, 2.8497, -1.2776], [3.3525, 2.6872, -0.2459], [4.6918, 1.3190, -0.0562], [0.5501, -0.4789, 0.0194], [-0.5475, -0.1394, 1.3189], [-2.5289, -0.6357, 0.1576], [-1.5569, -0.8069, -1.4129], [-1.7081, -2.5568, 1.1782], [1.7526, -2.4492, -0.8052], [2.9409, -1.8338, -1.0145], [2.6592, -2.5672, -0.4273], [3.0254, -1.3790, 2.3317], [3.5431, -1.5330, 0.8271], [3.5067, -0.9489, 1.6053], [1.5626, -1.1242, -3.0364], [0.3485, -2.1551, -2.8303], [1.2761, -1.9596, -2.6467], [-1.4719, 2.1320, 1.7681], [-1.3676, 3.3477, 2.7173], [-1.4663, 2.3922, 2.7655], [2.7112, 0.9187, -3.4224], [1.3414, 1.1134, -2.7010], [1.7593, 0.8427, -3.5230], [-0.9751, -0.5850, -3.3674], [-1.9887, -1.5625, -4.0768], [-1.1370, -1.4931, -3.6309], [-2.8829, 0.9148, 3.1035], [-1.7685, -0.2976, 3.1774], [-2.6708, -0.0139, 3.0327], [2.6136, 0.3519, 1.7640], [2.1189, 1.3656, 0.7908], [2.2857, 1.3310, 1.7399], [-3.8835, 0.8165, -1.6381], [-2.8204, 1.3209, -2.5765], [-3.4792, 0.6173, -2.5187], [-4.2941, 0.7924, 0.3035], [-3.4424, 1.9517, 0.1469], [-4.2720, 1.6032, -0.2424], [1.0975, 0.7926, 2.8372], [-0.2667, 1.3190, 3.4699], [0.4748, 0.7004, 3.5871], [0.9167, -1.0031, 3.3246], [1.1043, -2.0708, 2.0858], [1.3729, -1.7776, 2.9577]]
}

---

2.
{
  "formula": "C25H52AlF3O11PS5",
  "method": "ωB97M-V with the def2-TZVPD basis set",
  "homo_energy_ha": -0.10069,
  "total_charge": -1,
  "gap_ev": 4.5,
  "elements": ["C", "C", "P", "C", "Al", "C", "O", "C", "F", "F", "F", "H", "H", "H", "H", "H", "H", "H", "H", "H", "H", "H", "H", "C", "C", "C", "S", "O", "O", "C", "H", "H", "H", "H", "H", "H", "H", "H", "C", "C", "C", "S", "O", "O", "C", "H", "H", "H", "H", "H", "H", "H", "H", "C", "C", "C", "S", "O", "O", "C", "H", "H", "H", "H", "H", "H", "H", "H", "C", "C", "C", "S", "O", "O", "C", "H", "H", "H", "H", "H", "H", "H", "H", "C", "C", "C", "S", "O", "O", "C", "H", "H", "H", "H", "H", "H", "H", "H"],
  "coordinates": [[-0.1646, -3.0328, 0.2273], [-0.0308, -1.3914, 0.2506], [1.3144, -0.7487, -1.0035], [1.0594, -1.5142, -2.7395], [3.3262, -1.5458, -0.0406], [3.3133, -0.7622, 1.8998], [4.4191, -1.2871, 2.7263], [4.2360, -0.8606, 4.1519], [5.5831, -0.9269, 4.7782], [3.1883, -1.6332, 4.8649], [3.8164, 0.5870, 4.2529], [-1.1205, -3.3300, 0.8477], [0.8004, -3.5624, 0.6845], [-0.2690, -3.3528, -0.8942], [-1.0431, -0.9315, -0.1151], [0.2798, -1.0078, 1.3343], [1.6960, -0.9237, -3.5564], [-0.1060, -1.4671, -2.9639], [1.3375, -2.6710, -2.7344], [3.3392, -3.1450, 0.0077], [4.6203, -0.9382, -0.7359], [2.2487, -1.0244, 2.3480], [3.3510, 0.4125, 1.7413], [-4.1168, 0.1167, 2.0669], [-5.1977, 1.1330, 1.7019], [-4.8344, 1.7193, 0.3387], [-3.9004, 0.4580, -0.5148], [-2.5462, 0.9348, -0.7017], [-4.6954, -0.0672, -1.6069], [-3.9035, -0.7252, 0.8177], [-4.4108, -0.4997, 2.9215], [-3.1901, 0.6408, 2.3295], [-6.1684, 0.6262, 1.6387], [-5.2865, 1.9187, 2.4586], [-5.7258, 1.9673, -0.2430], [-4.1977, 2.6025, 0.4397], [-2.9630, -1.2788, 0.8282], [-4.7419, -1.4092, 0.6559], [3.4074, 3.8938, -4.8471], [2.8651, 3.1968, -6.0940], [2.4927, 1.7695, -5.6962], [2.0770, 1.8270, -3.9597], [3.0584, 1.0566, -3.2253], [0.6515, 1.6175, -3.8035], [2.4310, 3.5583, -3.7295], [3.4963, 4.9744, -4.9921], [4.4025, 3.5007, -4.6071], [1.9721, 3.7259, -6.4482], [3.5946, 3.2017, -6.9099], [1.6327, 1.4051, -6.2637], [3.3375, 1.0862, -5.8200], [2.8440, 3.7261, -2.7334], [1.4935, 4.1100, -3.8468], [5.2460, 4.9089, 2.8491], [4.1821, 4.2950, 3.7579], [2.9243, 4.0869, 2.9160], [3.4811, 3.8573, 1.2341], [3.0137, 4.9724, 0.4378], [3.2616, 2.4791, 0.8430], [5.2162, 4.0896, 1.5674], [6.2361, 4.8920, 3.3139], [4.9902, 5.9531, 2.6335], [4.5379, 3.3283, 4.1346], [3.9760, 4.9294, 4.6256], [2.3664, 3.2039, 3.2377], [2.2758, 4.9670, 2.9411], [5.6946, 4.5922, 0.7251], [5.6626, 3.1026, 1.7205], [-9.5851, 0.3252, -2.5385], [-10.0197, 1.7755, -2.3322], [-10.2027, 1.9903, -0.8307], [-9.0985, 0.8411, -0.0233], [-9.8925, -0.1281, 0.7021], [-8.0152, 1.5768, 0.5975], [-8.4910, 0.0725, -1.5119], [-9.2285, 0.1492, -3.5575], [-10.4338, -0.3446, -2.3556], [-9.2387, 2.4473, -2.7085], [-10.9401, 2.0038, -2.8787], [-9.9442, 3.0105, -0.5359], [-11.2235, 1.7584, -0.5147], [-8.3041, -0.9881, -1.3355], [-7.5622, 0.5773, -1.7940], [4.9201, -5.7129, 2.6493], [4.2333, -7.0353, 2.9868], [2.9128, -7.0753, 2.2195], [3.1536, -6.0762, 0.7582], [2.2907, -4.9170, 0.8454], [3.1817, -6.9361, -0.4081], [4.8194, -5.5698, 1.1379], [5.9609, -5.6982, 2.9859], [4.3930, -4.8865, 3.1408], [4.8706, -7.8691, 2.6679], [4.0678, -7.1421, 4.0634], [2.6501, -8.0941, 1.9238], [2.0985, -6.6344, 2.8011], [4.9880, -4.5490, 0.7909], [5.5022, -6.2581, 0.6309]]
}

---

3.
{
  "formula": "C25H18BrClCrN3O2",
  "method": "ωB97M-V with the def2-TZVPD basis set",
  "homo_energy_ha": [-0.51230, -0.51202],
  "multiplicity": 4,
  "total_charge": 2,
  "gap_ev": [6.1, 6.5],
  "s_squared": 3.78,
  "de_lowest_kj_mol": 0.0,
  "elements": ["Cr", "C", "C", "C", "C", "C", "Br", "N", "C", "H", "H", "H", "H", "H", "H", "C", "C", "N", "C", "C", "C", "C", "C", "C", "C", "C", "C", "N", "C", "H", "H", "H", "H", "H", "H", "H", "H", "Cl", "C", "C", "C", "C", "C", "C", "C", "O", "O", "H", "H", "H", "H"],
  "coordinates": [[-0.1705, 0.0400, -0.2964], [-5.4101, 0.9012, 1.4743], [-4.0418, 1.4666, 1.2208], [-3.7529, 2.8222, 1.3553], [-2.4846, 3.3115, 1.0804], [-1.5332, 2.3996, 0.6901], [0.2202, 2.9220, 0.2443], [-1.7666, 1.1030, 0.5626], [-3.0074, 0.6443, 0.8065], [-6.0663, 1.6484, 1.9138], [-5.3611, 0.0479, 2.1504], [-5.8591, 0.5603, 0.5403], [-4.5290, 3.5110, 1.6648], [-2.2434, 4.3620, 1.1567], [-3.1694, -0.4112, 0.6262], [3.9264, 0.5991, -1.6367], [2.5589, 0.8077, -1.4590], [1.8043, -0.0363, -0.7645], [2.3903, -1.1421, -0.2209], [3.7387, -1.4370, -0.3612], [4.5170, -0.5180, -1.0938], [4.2472, -2.6496, 0.2272], [3.4310, -3.4970, 0.8910], [2.0265, -3.2104, 1.0361], [1.0940, -4.0584, 1.6707], [-0.2346, -3.7098, 1.7119], [-0.6479, -2.5002, 1.1450], [0.2218, -1.6753, 0.5840], [1.5347, -2.0303, 0.5021], [4.5007, 1.3159, -2.2057], [2.0611, 1.6658, -1.8962], [5.5758, -0.6996, -1.2318], [5.2995, -2.8760, 0.1164], [3.8222, -4.4110, 1.3181], [1.4268, -4.9904, 2.1102], [-0.9697, -4.3560, 2.1692], [-1.6891, -2.2087, 1.1293], [-0.4555, 2.8191, -6.9379], [-0.8881, 1.7338, -5.6741], [-0.1486, 1.7308, -4.4991], [-0.5075, 0.8561, -3.4882], [-1.5881, -0.0068, -3.6258], [-2.3060, 0.0013, -4.8169], [-1.9631, 0.8692, -5.8393], [-2.0170, -0.9319, -2.5368], [-2.8479, -1.7810, -2.6660], [-1.4030, -0.7866, -1.3366], [0.6930, 2.4023, -4.3973], [0.1208, 0.8477, -2.6035], [-3.1402, -0.6789, -4.9243], [-2.5251, 0.8810, -6.7627]]
}